[1]
Below is a gas-phase ion, C2NO5 (charge -1) in a non-equilibrium geometry, with properties calculated with ωB97M-V/def2-TZVPD.

XYZ file:
```
8
C2NO5, DFT ωB97M-V/def2-TZVPD
O -0.424 0.101 2.020
C -0.405 0.819 1.128
O -0.834 1.885 0.770
C 0.510 0.293 -0.135
O 1.322 1.080 -0.476
N 0.129 -1.066 -1.006
O -0.954 -1.021 -1.657
O 0.656 -2.090 -0.643
```

Computed properties:
2S+1: 1
energy: -13799.603 eV
E_HOMO: -4.8 eV
charge: -1
ΔE to the lowest compared entry with this formula, charge and spin: 201.36 kJ/mol
orbital gap: 8.57 eV
SMILES: O=C([O-])C(=O)[N+](=O)[O-]

These are the Löwdin partial charges, in e, on atoms 1 to 5:
1. O 0.0926
2. C -0.7855
3. O 0.0385
4. C -0.1560
5. O 0.1224



[2]
Below is 2 unconnected molecules or ions with the total composition C2O3 in a non-equilibrium geometry, with properties calculated with ωB97M-V/def2-TZVPD.

XYZ file:
```
5
C2O3, DFT ωB97M-V/def2-TZVPD
C 1.577 -0.086 -0.105
C -1.860 0.004 0.393
O -2.800 0.253 -0.231
O 0.532 0.214 -0.524
O 2.551 -0.386 0.468
```

Computed properties:
2S+1: 1
energy: -8216.631 eV
E_HOMO: -12.6 eV
charge: 0
ΔE to the lowest compared entry with this formula, charge and spin: 20.50 kJ/mol
orbital gap: 13.13 eV

Formally, the Löwdin partial charges of the atoms, in units of the elementary charge, are as follows:
1. C -0.3850
2. C 0.0312
3. O 0.0247
4. O 0.1294
5. O 0.1997



[3]
Below is 18 unconnected molecules or ions with the total composition C30H102O36P6 in a non-equilibrium geometry, with properties calculated with ωB97M-V/def2-TZVPD.

XYZ file:
```
174
C30H102O36P6, DFT ωB97M-V/def2-TZVPD
C 3.153 3.871 2.362
O 1.957 3.873 3.115
H 3.257 4.685 1.644
H 4.114 3.801 2.871
H 3.091 2.984 1.731
H 1.239 4.089 2.515
C -4.856 5.501 5.205
O -5.339 5.651 6.486
H -3.820 5.168 5.264
H -5.500 4.792 4.685
H -4.929 6.319 4.489
H -5.079 4.891 7.013
C -2.284 8.462 2.337
O -2.597 9.537 1.426
H -1.272 8.409 2.738
H -2.882 8.370 3.243
H -2.474 7.501 1.860
H -2.809 10.201 2.086
C -6.070 -2.585 -0.175
O -4.733 -2.661 0.034
H -6.601 -2.983 0.689
H -6.476 -1.627 -0.499
H -6.329 -3.386 -0.868
H -4.413 -1.877 0.485
C -6.030 7.133 -2.239
O -5.833 7.150 -3.703
H -7.064 6.955 -1.945
H -5.308 6.381 -1.921
H -5.915 8.156 -1.879
H -5.115 7.779 -3.803
C -1.574 4.442 -2.046
O -2.182 4.082 -0.858
H -1.978 4.095 -2.997
H -1.559 5.531 -2.093
H -0.526 4.148 -2.102
H -3.132 4.157 -0.975
C 0.594 2.484 0.049
O 0.083 3.454 0.895
H 0.895 1.620 0.640
H -0.229 2.185 -0.600
H 1.429 2.793 -0.579
H -0.670 3.836 0.437
C -8.362 1.657 -0.715
O -7.343 2.496 -0.192
H -8.178 0.653 -0.333
H -9.353 2.081 -0.550
H -8.255 1.486 -1.786
H -6.905 2.017 0.515
C -5.275 -4.228 2.950
O -5.255 -4.903 1.720
H -6.000 -3.425 3.085
H -5.510 -4.897 3.777
H -4.360 -3.744 3.292
H -5.193 -4.211 1.057
C -9.592 4.056 -2.751
O -8.822 4.733 -1.807
H -10.397 3.473 -2.304
H -9.969 4.728 -3.522
H -8.885 3.398 -3.257
H -7.883 4.560 -1.907
C -6.489 -1.846 7.401
O -6.457 -2.637 6.259
H -7.439 -1.311 7.417
H -6.559 -2.411 8.330
H -5.590 -1.239 7.503
H -7.055 -3.387 6.285
C -2.723 0.104 -1.371
O -3.074 -0.363 -2.649
H -3.532 0.428 -0.717
H -1.932 -0.494 -0.918
H -2.199 1.050 -1.507
H -3.464 -1.206 -2.408
C -12.714 -5.205 0.877
O -11.722 -4.243 0.866
P -12.133 -2.722 1.182
O -13.221 -2.160 0.316
O -12.618 -2.864 2.753
C -12.622 -1.729 3.633
O -10.749 -1.887 1.387
C -9.535 -2.584 1.161
H -12.518 -5.633 -0.106
H -13.709 -4.768 0.799
H -12.681 -6.027 1.592
H -13.598 -1.426 4.012
H -12.375 -0.807 3.107
H -11.882 -1.868 4.421
H -8.665 -2.183 1.681
H -9.377 -2.863 0.119
H -9.670 -3.516 1.710
C -9.539 6.026 0.984
O -9.398 6.547 2.312
P -8.297 5.846 3.336
O -7.292 4.968 2.695
O -9.246 5.018 4.279
C -8.636 4.027 5.250
O -7.811 7.075 4.216
C -7.507 8.248 3.532
H -9.051 5.103 0.669
H -9.143 6.807 0.335
H -10.616 5.975 0.829
H -8.919 3.126 4.706
H -9.082 4.230 6.223
H -7.556 4.159 5.181
H -8.320 8.940 3.313
H -7.119 7.933 2.564
H -6.597 8.700 3.925
C -7.744 1.545 3.100
O -6.899 0.457 2.843
P -5.300 0.713 2.501
O -4.495 -0.372 1.883
O -4.683 1.210 3.949
C -4.820 0.354 5.024
O -5.354 2.124 1.690
C -4.244 2.806 1.213
H -8.341 1.150 3.923
H -8.473 1.579 2.291
H -7.236 2.444 3.451
H -3.919 -0.199 5.291
H -5.620 -0.366 4.854
H -4.995 1.106 5.794
H -4.516 3.296 0.278
H -3.610 1.976 0.904
H -3.661 3.327 1.973
C -15.549 5.219 7.530
O -14.201 4.911 7.663
P -13.120 5.920 6.962
O -13.470 7.351 6.920
O -11.724 5.633 7.723
C -10.625 6.512 7.569
O -13.012 5.287 5.484
C -12.827 3.893 5.447
H -15.813 6.274 7.451
H -16.004 4.806 8.430
H -15.852 4.605 6.682
H -10.104 6.674 8.513
H -10.896 7.466 7.116
H -9.917 6.114 6.841
H -12.727 3.833 4.363
H -11.841 3.611 5.817
H -13.664 3.257 5.737
C -3.574 -0.039 8.802
O -4.572 0.866 8.570
P -4.238 2.428 8.933
O -4.977 3.392 8.132
O -4.541 2.416 10.528
C -4.452 3.682 11.207
O -2.641 2.654 9.009
C -1.919 3.327 8.025
H -2.759 0.234 9.473
H -3.118 -0.330 7.855
H -4.038 -0.983 9.088
H -3.407 3.850 11.470
H -4.985 3.795 12.152
H -4.791 4.601 10.728
H -2.508 3.923 7.328
H -1.601 2.522 7.362
H -1.047 3.817 8.457
C -8.526 1.208 7.708
O -8.199 2.536 8.252
P -8.489 2.914 9.815
O -8.570 1.751 10.725
O -9.923 3.718 9.705
C -10.583 4.157 10.914
O -7.405 4.038 10.150
C -7.281 5.241 9.392
H -8.670 1.246 6.628
H -9.375 0.718 8.183
H -7.569 0.801 8.033
H -10.066 4.153 11.874
H -11.436 3.515 11.134
H -11.023 5.133 10.712
H -7.696 6.051 9.992
H -7.915 5.118 8.515
H -6.265 5.514 9.105
```

Computed properties:
2S+1: 1
energy: -162210.128 eV
E_HOMO: -9.8 eV
charge: 0
ΔE to the lowest compared entry with this formula, charge and spin: 348.11 kJ/mol
orbital gap: 9.85 eV

These are the Löwdin partial charges, in e, on atoms 1 to 5:
1. C -0.1772
2. O -0.1211
3. H 0.0749
4. H 0.0761
5. H 0.0607



[4]
Below is a molecular structure, C30H17Br4ClF3N4O7S2Tl, with properties calculated with ωB97M-V/def2-TZVPD.

XYZ file:
```
69
C30H17Br4ClF3N4O7S2Tl, DFT ωB97M-V/def2-TZVPD
Tl -0.158 -0.019 -0.576
F -1.655 -5.175 -0.698
C -1.244 -5.230 -1.967
F -2.206 -5.905 -2.654
F -0.155 -6.046 -1.990
C -0.958 -3.902 -2.594
C -0.919 -3.863 -3.984
C -0.624 -2.690 -4.653
C -0.371 -1.564 -3.878
N -0.410 -1.605 -2.563
C -0.683 -2.723 -1.878
S -0.649 -2.489 -0.147
H -1.132 -4.770 -4.538
H -0.600 -2.638 -5.732
H -0.140 -0.597 -4.310
Br 3.594 5.948 -2.003
C 2.986 4.151 -1.991
C 3.615 3.196 -2.762
Br 5.093 3.643 -3.860
C 3.149 1.872 -2.722
Br 3.968 0.492 -3.737
C 2.068 1.495 -1.944
O 1.630 0.262 -1.894
C 1.399 2.495 -1.148
O 0.394 2.146 -0.413
C 1.895 3.796 -1.188
Br 1.002 5.047 -0.085
N 2.865 -1.548 -0.354
C 3.088 -1.721 0.971
C 3.874 -2.749 1.468
C 4.115 -2.889 2.842
C 3.600 -2.006 3.751
C 2.782 -0.949 3.286
C 2.228 0.023 4.154
C 1.455 1.023 3.646
C 1.185 1.035 2.260
N 1.667 0.143 1.432
C 2.488 -0.823 1.915
H 3.282 -2.190 -1.002
H 2.408 -0.733 -0.755
H 4.320 -3.447 0.768
H 4.736 -3.713 3.179
H 3.801 -2.095 4.812
H 2.435 -0.045 5.216
H 1.021 1.787 4.276
H 0.543 1.792 1.823
Cl -2.659 1.112 -5.868
C -3.056 1.015 -4.112
C -1.917 1.530 -3.193
O -1.321 2.552 -3.503
O -1.777 0.780 -2.174
H -3.283 -0.025 -3.902
H -3.941 1.630 -3.967
O -1.362 -0.684 2.349
C -2.000 0.296 1.960
N -1.907 0.758 0.694
S -2.676 2.118 0.158
O -2.632 3.028 1.619
O -4.092 1.809 -0.008
C -3.128 2.396 2.712
C -3.861 3.123 3.647
C -4.336 2.489 4.781
C -4.088 1.135 4.993
C -3.349 0.423 4.065
C -2.868 1.042 2.919
H -4.045 4.172 3.457
H -4.910 3.055 5.505
H -4.468 0.645 5.881
H -3.109 -0.623 4.209
```

Computed properties:
2S+1: 1
energy: -378892.724 eV
E_HOMO: -2.4 eV
charge: -2
ΔE to the lowest compared entry with this formula, charge and spin: 0.00 kJ/mol
orbital gap: 6.35 eV

These are the Löwdin partial charges, in e, on atoms 1 to 5:
1. Tl 0.8678
2. F 0.1112
3. C -0.5827
4. F 0.1022
5. F 0.1123



[5]
Below is a molecular structure, C30H20AlBrIN7 in a non-equilibrium geometry, with properties calculated with ωB97M-V/def2-TZVPD.

XYZ file:
```
60
C30H20AlBrIN7, DFT ωB97M-V/def2-TZVPD
Al 1.199 -0.601 -0.502
C 1.463 1.675 2.928
C 0.799 0.950 3.911
C 0.144 -0.230 3.627
C 0.121 -0.698 2.277
N 0.871 -0.022 1.287
C 1.538 1.114 1.644
N -0.623 -1.795 1.916
C -0.791 -2.328 0.730
N -0.070 -2.011 -0.387
C -0.777 -2.413 -1.491
N -0.647 -1.976 -2.742
C -0.080 -0.782 -3.121
C -0.284 -0.301 -4.419
C 0.159 0.927 -4.804
C 1.076 1.610 -3.943
C 1.273 1.176 -2.659
N 0.607 0.041 -2.214
C -1.871 -3.260 -1.069
C -2.889 -3.879 -1.749
C -3.978 -4.409 -1.120
C -4.066 -4.248 0.261
C -3.066 -3.585 0.987
C -1.945 -3.073 0.300
H 1.839 2.688 3.052
H 0.750 1.385 4.925
H -0.421 -0.861 4.304
H 2.078 1.676 0.897
H -0.901 -0.913 -5.111
H -0.101 1.314 -5.755
H 1.522 2.561 -4.278
H 1.814 1.701 -1.857
H -2.902 -3.742 -2.848
H -4.736 -4.943 -1.660
H -4.907 -4.598 0.850
H -3.078 -3.344 2.056
N 8.103 -2.565 -0.406
C 7.007 -2.225 -0.442
C 5.652 -1.814 -0.482
C 5.110 -1.145 -1.587
C 3.795 -0.887 -1.623
N 2.970 -1.131 -0.542
C 3.479 -1.756 0.555
C 4.815 -2.047 0.666
H 5.782 -0.780 -2.320
H 3.242 -0.684 -2.522
H 2.803 -1.909 1.376
H 5.218 -2.483 1.548
Br -4.882 4.007 -0.782
C -3.724 4.370 0.662
C -3.850 5.577 1.322
C -3.187 5.864 2.544
C -2.422 4.880 3.106
C -2.284 3.664 2.446
C -2.793 3.418 1.167
I -2.374 1.698 0.000
H -4.470 6.362 0.911
H -3.319 6.815 3.090
H -1.989 5.048 4.094
H -1.805 2.917 2.998
```

Computed properties:
2S+1: 1
energy: -126593.597 eV
E_HOMO: -13.1 eV
charge: +2
ΔE to the lowest compared entry with this formula, charge and spin: 0.00 kJ/mol
orbital gap: 5.58 eV

These are the Löwdin partial charges, in e, on atoms 1 to 5:
1. Al 0.3441
2. C -0.0208
3. C -0.0245
4. C 0.0448
5. C -0.2400



[6]
Below is a molecular structure, C30H20AuBrN3O4P, with properties calculated with ωB97M-V/def2-TZVPD.

XYZ file:
```
60
C30H20AuBrN3O4P, DFT ωB97M-V/def2-TZVPD
Au -0.114 -0.081 1.061
O -0.070 0.057 3.924
C 0.303 0.588 2.886
C 1.168 1.831 3.044
C 2.067 1.821 4.108
C 2.973 2.850 4.293
C 2.968 3.926 3.417
C 2.057 3.956 2.373
C 1.150 2.915 2.159
P -0.093 3.010 0.780
C -0.143 4.850 0.575
C 0.522 5.555 -0.426
C 0.389 6.935 -0.536
C -0.407 7.636 0.358
C -1.082 6.946 1.358
C -0.958 5.568 1.453
C 0.878 2.530 -0.694
C 2.264 2.430 -0.737
C 2.901 2.040 -1.907
C 2.156 1.744 -3.038
C 0.768 1.818 -2.998
C 0.132 2.201 -1.829
H 2.042 0.968 4.774
H 3.687 2.811 5.109
H 3.673 4.740 3.540
H 2.050 4.813 1.712
H 1.147 5.015 -1.127
H 0.912 7.462 -1.325
H -0.510 8.712 0.272
H -1.716 7.481 2.054
H -1.504 5.027 2.220
H 2.852 2.596 0.156
H 3.977 1.919 -1.912
H 2.654 1.416 -3.944
H 0.174 1.545 -3.861
H -0.950 2.204 -1.787
Br 1.246 -3.348 1.152
C 1.342 -3.044 -0.729
C 0.468 -3.758 -1.536
C 0.501 -3.567 -2.908
C 1.417 -2.675 -3.454
C 2.286 -1.984 -2.627
C 2.260 -2.140 -1.241
C 3.188 -1.266 -0.389
O 4.405 -1.520 -0.472
O 2.589 -0.355 0.216
H -0.239 -4.443 -1.087
H -0.194 -4.104 -3.542
H 1.444 -2.512 -4.525
H 3.003 -1.286 -3.043
N -2.616 -1.895 0.294
C -2.228 -1.108 -0.759
O -1.072 -0.621 -0.810
C -3.153 -0.913 -1.829
C -2.776 -0.130 -2.948
N -2.485 0.511 -3.865
C -4.445 -1.486 -1.785
N -5.497 -1.970 -1.748
H -3.608 -2.011 0.430
H -2.082 -1.734 1.140
```

Computed properties:
2S+1: 1
energy: -127121.064 eV
E_HOMO: -2.1 eV
charge: -2
orbital gap: 6.39 eV

These are the Löwdin partial charges, in e, on atoms 1 to 5:
1. Au 0.8562
2. O -0.0837
3. C -0.5157
4. C -0.2223
5. C -0.0419



Q: Number 4 is which compound?
A: C30H17Br4ClF3N4O7S2Tl



Q: What is the 2S+1 in the third record?
A: 1



Q: Which of these has the highest E_HOMO?
A: C30H20AuBrN3O4P